Entry 1:
Here is a 7-piece molecular cluster, C21H28O21 overall from OMol25. Energies are from ωB97M-V/def2-TZVPD.

```
70
Properties=species:S:1:pos:R:3:forces:R:3
O -5.9325 -1.3641 3.5868 -0.650 0.604 0.210
C -6.8828 -1.4491 2.8670 1.031 -0.761 0.646
O -6.7925 -2.0743 1.6978 -0.698 -0.511 -1.462
C -8.0921 -2.1603 1.0904 0.715 -0.077 -1.492
C -8.9605 -1.2982 1.9238 -0.595 0.850 0.770
O -8.1366 -1.0601 3.1151 -1.471 0.106 -0.237
H -8.0602 -1.7780 0.0701 0.382 0.034 -0.032
H -8.4459 -3.1863 0.9894 0.315 -0.138 0.527
H -9.9352 -1.7720 2.0403 0.220 -0.314 1.239
H -9.2706 -0.3382 1.5110 0.774 0.227 -0.172
O 7.6785 -0.6545 5.3969 0.190 -1.304 -4.587
C 7.7850 -1.1980 4.2757 0.892 0.353 2.852
O 8.3491 -0.7447 3.1261 -0.218 1.376 0.311
C 8.6261 -1.8336 2.2398 1.235 0.129 -0.036
C 7.7030 -2.9015 2.7082 -0.117 0.425 0.322
O 7.5165 -2.4968 4.0801 -0.969 -1.033 0.374
H 8.5812 -1.5654 1.1842 -0.504 0.366 0.248
H 9.6513 -2.1650 2.4048 0.223 0.239 0.191
H 8.2101 -3.8662 2.6897 -0.577 -0.070 0.016
H 6.7673 -2.8440 2.1521 -0.183 -0.475 0.312
O -6.6243 4.0909 0.1310 -0.925 1.847 2.422
C -6.8671 4.9268 1.0105 -2.213 -4.118 -4.916
O -8.0656 5.3355 1.3997 -3.810 -2.249 -2.676
C -8.0538 6.1923 2.4507 1.181 1.475 0.983
C -6.6059 6.6531 2.3113 -0.702 1.386 2.708
O -6.0423 5.6045 1.6265 6.387 2.095 2.019
H -8.6717 7.0844 2.3491 -0.599 -0.527 -0.177
H -8.2637 5.6229 3.3562 -0.025 0.325 0.247
H -6.2059 6.7527 3.3203 0.623 -0.032 -0.246
H -6.5033 7.6144 1.8077 0.085 -0.224 -0.366
O 3.2015 -6.5978 4.6634 -0.842 2.969 1.017
C 2.7126 -5.6015 5.2106 0.372 -4.620 -3.480
O 2.7784 -5.3952 6.4736 1.476 0.474 2.981
C 2.1298 -4.1870 6.8681 -0.033 -0.780 0.420
C 1.3410 -3.9412 5.6145 -1.593 2.683 0.519
O 1.8466 -4.7641 4.6082 0.454 0.017 -0.059
H 1.5451 -4.4371 7.7534 -0.212 0.083 -0.189
H 2.8085 -3.3884 7.1675 0.400 -0.226 -0.379
H 1.4340 -2.8887 5.3467 0.084 -0.033 -0.415
H 0.2778 -4.0737 5.8150 -0.085 -0.558 -0.426
O 9.0765 1.7217 -4.6169 -0.666 1.485 -1.209
C 8.3457 2.5565 -5.1400 5.523 -2.448 3.562
O 7.1694 2.3014 -5.4665 -5.359 -0.329 -1.262
C 6.4954 3.5347 -5.7574 -2.279 -1.025 -1.052
C 7.5740 4.4949 -5.9006 1.066 1.349 -0.947
O 8.6801 3.8228 -5.3018 0.478 1.864 -0.089
H 5.9490 3.4009 -6.6909 -0.011 -0.144 0.018
H 5.7528 3.8888 -5.0424 0.190 -0.865 0.651
H 7.2729 5.4390 -5.4466 0.775 0.015 0.331
H 7.7935 4.6832 -6.9515 0.289 0.087 0.008
O 3.0487 1.3476 -0.4315 -2.579 -0.881 0.290
C 1.8656 1.0533 -0.3366 2.990 1.021 0.039
O 1.3689 0.0038 0.3480 -0.019 0.089 -0.617
C -0.0014 -0.1551 -0.0380 -0.526 0.256 -0.136
C -0.3683 1.2775 -0.5410 -0.821 -0.466 0.462
O 0.8853 1.7955 -0.8763 1.024 0.198 -0.323
H -0.1061 -0.8703 -0.8538 0.354 -0.031 -0.134
H -0.5152 -0.6006 0.8138 -0.244 0.599 -0.013
H -0.8176 1.9440 0.1952 -0.061 -0.261 0.301
H -0.9746 1.3494 -1.4440 -0.135 -0.533 0.132
O -2.9813 -4.5289 -5.7442 -0.074 3.966 -1.575
C -2.9246 -3.3859 -6.2132 -0.479 -4.139 -0.319
O -2.4311 -2.3156 -5.5821 -0.439 -0.766 -0.045
C -2.5188 -1.2408 -6.4591 0.736 2.627 -1.077
C -2.7365 -1.8082 -7.8386 0.003 -0.338 -0.605
O -3.3073 -3.0527 -7.5446 0.133 -1.694 2.450
H -3.3128 -0.5314 -6.2261 -0.125 -0.239 0.521
H -1.5716 -0.7014 -6.4627 -0.044 0.089 0.353
H -1.8095 -1.9853 -8.3841 0.176 0.141 -0.001
H -3.4323 -1.2912 -8.4995 0.113 0.359 0.301
```
Forces are in eV/Å.

The gap between HOMO and LUMO comes out at 10.61 eV. For the LUMO energy, the calculation gives 0.18 eV. The calculated total energy is -2396.97792 a.u. The spin multiplicity is 1. As for the net charge: 0.

natural (NBO) atomic charge list, values in e, 2 entries: -0.583 0.966

---

Entry 2:
Here is C21H29Cl2HfO4 as an isolated structure from OMol25. Energies are from ωB97M-V/def2-TZVPD.

```
57
Properties=species:S:1:pos:R:3:forces:R:3
O -0.1366 0.2145 0.5713 -0.474 -1.316 -1.453
C -0.5958 -0.7887 -0.5001 0.246 0.491 0.097
C -0.6904 -1.8806 0.5387 0.144 0.218 0.418
H 0.2130 -0.9011 -1.2311 -0.342 0.116 0.067
H -1.5434 -0.4536 -0.9371 0.397 0.025 -0.027
C -0.1249 -0.8968 1.5521 -0.164 -0.501 0.843
H 0.0199 -2.6793 0.3909 -0.546 0.220 -0.064
H -1.7104 -2.2353 0.7140 0.278 0.028 0.110
C 1.3118 -1.2104 1.8988 0.150 0.120 0.286
H 1.9226 -1.2156 0.9903 -0.075 -0.103 0.131
H 1.3778 -2.1954 2.3732 -0.070 0.140 -0.097
H 1.7193 -0.4754 2.5954 0.069 -0.177 -0.080
C -1.0348 -0.6315 2.7223 0.055 0.244 0.223
H -2.0671 -0.5052 2.3762 0.210 -0.008 0.183
H -0.7248 0.2589 3.2822 -0.106 -0.177 -0.034
H -0.9962 -1.4955 3.4000 -0.031 0.203 -0.176
Hf -0.1261 2.2716 0.1386 -0.758 -0.236 1.441
C -1.7872 3.8240 0.9131 -1.396 0.045 -0.601
C -1.9586 3.6626 -0.5005 -1.237 -0.076 0.815
C -2.4481 2.3323 -0.7256 -0.415 0.123 0.521
H -1.9123 4.4590 -1.2420 0.300 -0.400 0.232
C -2.5696 1.6797 0.5400 -0.333 1.185 -0.337
C -2.1387 2.5898 1.5538 -0.662 0.170 -0.674
H -2.2297 2.4174 2.6266 0.315 0.054 -0.400
H -1.6019 4.7785 1.4060 0.214 -0.502 -0.167
H -2.7869 1.9326 -1.6822 0.361 0.097 0.294
H -3.0584 0.7221 0.7125 0.519 0.142 -0.094
C 1.0739 4.1042 1.0608 0.991 -0.240 0.422
C 0.6298 3.3893 2.2204 1.261 -0.290 0.278
C 1.2507 2.1111 2.2259 0.451 1.029 -0.144
H 0.0265 3.7777 3.0399 -0.034 -0.147 -0.508
C 2.1132 2.0316 1.0766 0.280 1.013 0.112
C 2.0183 3.2734 0.3702 0.899 -0.010 1.521
H 2.6625 3.5875 -0.4466 -0.515 -0.236 0.023
H 0.8795 5.1507 0.8259 -0.146 -0.491 -0.005
H 1.2219 1.4052 3.0545 -0.274 0.191 -0.477
H 2.8098 1.2238 0.8508 -0.411 0.232 -0.048
O 0.3912 -3.8162 -0.9228 0.188 -2.119 -0.460
C 0.1927 -4.9540 -0.0194 -0.221 0.403 0.299
C 0.3202 -6.2683 -0.8008 0.343 0.399 0.024
H -0.8099 -4.8727 0.4396 0.312 0.109 -0.226
H 0.9322 -4.8811 0.7975 -0.216 0.009 -0.362
C 0.3230 -5.8404 -2.2824 -0.334 0.196 0.121
H -0.5112 -6.9393 -0.5601 0.271 0.098 -0.095
H 1.2615 -6.7571 -0.5295 -0.229 -0.017 -0.113
C 0.5007 -4.3097 -2.2732 0.263 0.158 -0.241
H -0.6392 -6.0818 -2.7437 0.229 -0.083 -0.007
H 1.1205 -6.3318 -2.8445 -0.198 0.068 0.040
H -0.2727 -3.8167 -2.8803 0.223 -0.092 0.137
H 1.4868 -4.0140 -2.6605 -0.247 -0.060 0.082
Cl 0.5889 5.4066 -2.1830 0.441 -0.034 -0.427
C 1.2135 4.1327 -3.2811 -0.298 -0.125 0.350
Cl 2.9381 3.7817 -3.0678 -0.014 0.345 -0.097
C 0.4855 2.8227 -2.9996 -0.604 -0.454 -0.259
O 0.0719 2.1698 -3.9285 0.266 0.260 1.068
O 0.3784 2.5069 -1.7055 0.514 -0.276 -2.683
H 1.0193 4.4299 -4.3107 0.159 0.043 0.225
```
Forces are in eV/Å.

The gap between HOMO and LUMO comes out at 9.34 eV. For the LUMO energy, the calculation gives -2.52 eV. The calculated total energy is -2086.78369 a.u. The spin multiplicity is 1. As for the net charge: +1.

natural (NBO) atomic charge list, values in e, 2 entries: -0.664 -0.032

---

Entry 3:
Here is a 2-piece molecular cluster, C21H29Cl3NO3P overall from OMol25. Energies are from ωB97M-V/def2-TZVPD.

```
58
Properties=species:S:1:pos:R:3:forces:R:3
C 1.1629 4.6637 2.5327 0.603 -0.236 -0.310
C 1.3657 3.2783 1.7533 0.524 -0.430 0.087
C 0.1179 2.8300 0.8458 -0.920 -0.387 0.846
Cl 0.5734 2.8078 -0.9627 -0.484 -0.029 1.308
C -0.5147 1.4097 1.2913 -1.129 -1.867 0.324
C -2.0666 1.3739 1.5369 2.596 -2.982 0.336
C -2.7686 0.0497 1.9691 2.998 0.547 -0.361
C -4.3576 0.0574 2.1698 0.450 0.050 -0.204
C -4.8796 1.2051 3.1715 -0.208 0.987 -0.987
N -5.7947 0.6663 4.2141 0.579 -0.097 -0.392
C -1.8951 -1.2473 2.1952 0.299 3.924 -1.243
P -2.7671 -2.8690 2.7399 1.160 -1.586 -0.948
O -4.0959 -3.1735 1.6618 0.460 1.052 2.348
Cl -3.5511 -2.6073 4.7291 -0.259 0.711 -0.991
C -0.3410 -1.1844 1.9574 -1.104 2.085 -0.473
C 0.3777 0.1366 1.4786 -3.482 -0.628 0.869
C 1.9415 0.0928 1.2192 2.547 1.095 -1.449
O 2.5721 0.7965 0.3911 -2.734 -2.018 2.935
C 2.8371 -0.9748 2.0389 -2.760 -1.774 0.656
Cl 4.6217 -0.6956 2.3481 -2.675 -0.264 -0.644
C 2.1683 -2.1426 2.4657 1.419 1.822 -0.416
C 0.6103 -2.4437 2.1833 0.383 -1.657 0.317
O 0.2548 -3.6429 2.1936 0.840 4.147 -0.101
H 0.1551 4.6800 3.0721 1.371 0.135 -0.845
H 1.9969 4.8030 3.3192 -1.348 -0.370 -1.230
H 1.2889 5.5258 1.7918 -0.550 -1.086 1.095
H 2.2839 3.2944 1.0516 -1.464 0.140 1.321
H 1.5718 2.4551 2.5380 -0.411 1.254 -1.278
H -0.7471 3.5945 0.9080 1.521 -1.214 -0.084
H -2.6251 2.3692 1.3797 0.831 -1.921 0.303
H -4.7546 -0.9401 2.5544 0.822 1.284 -0.602
H -4.8199 0.1974 1.1188 0.750 -0.184 1.714
H -5.5035 1.9359 2.5235 1.031 -1.025 1.022
H -4.0129 1.8420 3.5875 -1.078 -1.208 -0.505
H -5.6362 -0.3310 4.4085 0.150 0.885 0.130
H -5.8036 1.2310 5.0710 0.156 -0.576 -0.592
H -4.7640 -3.6365 2.2336 0.690 0.419 -0.833
H 2.8028 -2.9245 3.0256 -1.481 1.046 -1.090
C 1.7429 -1.3575 -1.8360 -0.039 -0.142 0.052
C 2.8321 -0.9225 -2.8057 0.026 0.125 0.033
C 2.3193 -0.0035 -3.9153 0.082 0.031 -0.073
C 1.2747 -0.6261 -4.8462 -0.087 -0.055 0.096
C 1.7190 -1.9044 -5.5599 -0.102 0.134 -0.117
C 2.9052 -1.6898 -6.4911 0.061 -0.153 -0.006
H 0.9633 -1.9377 -2.3357 0.020 0.011 0.039
H 2.1695 -1.9850 -1.0477 -0.078 0.006 0.002
H 1.2775 -0.4896 -1.3621 -0.036 -0.051 -0.128
H 3.3185 -1.8061 -3.2329 -0.024 0.057 -0.023
H 3.6061 -0.3893 -2.2439 -0.029 -0.029 -0.047
H 3.1734 0.3447 -4.5059 -0.051 -0.009 0.009
H 1.8845 0.8939 -3.4597 0.033 -0.059 0.014
H 0.9924 0.1205 -5.5978 0.020 -0.055 0.020
H 0.3619 -0.8387 -4.2794 0.047 0.031 -0.012
H 0.8773 -2.2796 -6.1528 0.036 -0.008 0.095
H 1.9565 -2.6882 -4.8348 -0.023 0.042 0.023
H 2.6704 -0.9433 -7.2554 0.048 -0.015 0.063
H 3.1595 -2.6235 -6.9991 0.044 0.091 -0.018
H 3.7920 -1.3576 -5.9458 -0.039 0.005 -0.058
```
Forces are in eV/Å.

The gap between HOMO and LUMO comes out at 7.14 eV. For the LUMO energy, the calculation gives -1.78 eV. The calculated total energy is -2819.77823 a.u. The spin multiplicity is 1. As for the net charge: 0.

natural (NBO) atomic charge list, values in e, 2 entries: -0.623 -0.430

---

Entry 4:
Here is a 2-piece molecular cluster, C21H29F3O5Si overall from OMol25. Energies are from ωB97M-V/def2-TZVPD.

```
59
Properties=species:S:1:pos:R:3:forces:R:3
C 7.6268 1.0765 1.5140 -0.399 0.262 -0.473
C 6.5733 -0.1032 1.1093 0.565 1.371 0.309
C 5.1201 0.3314 1.7066 1.421 0.080 -0.488
F 4.8823 -0.3076 2.9721 0.039 0.617 -1.912
C 3.9404 0.2194 0.6414 -0.365 0.910 0.427
O 4.1299 -0.5374 -0.5915 -2.014 1.321 -0.549
C 2.9101 -0.1740 -1.2989 0.317 -0.260 -1.104
O 2.8243 0.0155 -2.5213 -0.025 -0.959 5.467
O 1.8686 -0.0731 -0.2924 1.610 0.718 -1.396
C 2.4530 -0.1702 1.0593 2.086 0.108 -1.634
C 2.0606 -1.6664 1.4618 -2.143 -0.967 1.822
F 1.8992 -2.5609 0.3511 1.148 1.909 1.935
F 2.9405 -2.3081 2.3814 -0.966 1.409 -1.945
C 0.6024 -1.6320 2.1922 0.045 -1.630 -0.522
C -0.6213 -1.7802 1.1307 0.119 0.517 0.411
Si -2.1376 -0.6919 1.6569 -0.487 0.400 -1.207
C -2.5273 -0.7636 3.5302 -0.635 -0.333 0.578
C -3.6778 -1.2854 0.6285 0.152 -0.019 0.094
C -1.7510 1.0841 1.0060 0.737 3.315 -0.745
C -0.5079 1.8300 1.5758 -1.824 2.215 -2.797
C -0.1193 3.2459 1.0542 -3.632 -2.636 -1.511
C -1.0425 3.8515 -0.0479 -0.600 -2.273 0.954
C -2.3107 3.1558 -0.6028 2.233 -1.977 2.770
C -2.6650 1.7446 -0.0606 2.479 2.082 1.124
H 8.6161 0.9810 0.9419 -1.403 -0.075 0.983
H 7.1836 2.0969 1.1886 0.673 -1.631 0.517
H 7.8169 1.1356 2.6373 -0.224 -0.223 -1.523
H 6.5829 -0.1215 -0.0385 -0.375 -0.249 1.767
H 6.9467 -1.0930 1.5340 -0.855 1.250 -0.624
H 5.2369 1.4585 1.9422 -0.549 -1.887 -0.190
H 3.8453 1.3130 0.2621 0.016 -1.528 0.837
H 2.1677 0.6979 1.7658 -0.458 -1.921 -1.142
H 0.4857 -0.7481 2.9054 0.408 -1.125 -1.085
H 0.5752 -2.6026 2.8228 0.205 1.711 -0.830
H -0.3118 -1.3939 0.0892 -0.507 -0.874 1.585
H -1.0134 -2.8567 1.1040 0.964 1.406 -0.225
H -1.8355 -1.5318 4.0164 -0.835 1.245 -0.324
H -3.5992 -1.1923 3.6347 1.680 0.774 -0.097
H -2.5004 0.2692 4.0458 0.120 -1.785 -0.721
H -4.6483 -0.7840 0.9996 1.462 -0.887 -0.636
H -3.4954 -1.0011 -0.4671 -0.438 -0.607 1.556
H -3.7310 -2.4251 0.7478 -0.217 1.579 -0.313
H 0.1274 1.3408 2.3819 -1.027 0.748 -1.154
H 0.8005 3.7812 1.4532 -1.480 -0.690 -0.703
H -0.7672 4.8707 -0.4717 -0.419 -1.499 0.676
H -2.9892 3.6360 -1.4007 1.403 -0.758 1.479
H -3.6207 1.2305 -0.4819 2.291 1.040 1.246
O -3.9477 0.7110 -2.2866 -0.670 -0.921 -0.792
C -4.2259 -0.0771 -3.1566 0.466 0.541 0.471
C -4.0917 0.1642 -4.6350 -0.356 -0.047 -0.350
C -4.9277 -0.9556 -5.2166 -0.201 0.038 -0.629
C -4.7985 -2.0361 -4.1690 -0.117 -0.535 -0.242
O -4.6712 -1.3401 -2.9238 0.098 0.563 0.186
H -3.0396 0.0758 -4.9163 -0.019 0.145 0.087
H -4.4832 1.1434 -4.9102 0.340 0.039 0.173
H -4.6036 -1.2761 -6.2081 -0.038 -0.049 0.115
H -5.9714 -0.6338 -5.2909 0.098 -0.072 -0.005
H -3.9074 -2.6536 -4.3160 -0.036 0.048 0.043
H -5.6762 -2.6841 -4.1396 0.137 0.053 0.252
```
Forces are in eV/Å.

The gap between HOMO and LUMO comes out at 8.95 eV. For the LUMO energy, the calculation gives 0.57 eV. The calculated total energy is -1782.68355 a.u. The spin multiplicity is 1. As for the net charge: 0.

natural (NBO) atomic charge list, values in e, 2 entries: -0.623 -0.443